{
  "formula": "F8KN4NaO16S8",
  "method": "ωB97M-V with the def2-TZVPD basis set",
  "total_energy_ha": -6169.74685,
  "total_charge": -2,
  "orbital_gap_ev": 8.5,
  "lumo_energy_ha": 0.116,
  "e_homo_ev": -5.3,
  "species": ["Na", "K", "N", "S", "O", "O", "F", "S", "O", "O", "F", "N", "S", "O", "O", "F", "S", "O", "O", "F", "N", "S", "O", "O", "F", "S", "O", "O", "F", "N", "S", "O", "O", "F", "S", "O", "O", "F"],
  "xyz": [[-5.852, 2.068, -22.773], [-6.638, -0.752, -22.955], [-6.649, 4.230, -22.013], [-8.097, 5.022, -22.244], [-8.621, 4.980, -23.567], [-8.312, 6.197, -21.445], [-8.981, 3.947, -21.453], [-5.699, 5.404, -22.432], [-5.205, 6.239, -21.381], [-5.952, 6.032, -23.698], [-4.431, 4.450, -22.743], [-5.577, 0.914, -20.711], [-4.041, 1.450, -20.169], [-3.028, 0.506, -19.834], [-4.078, 2.749, -19.583], [-3.537, 1.922, -21.649], [-5.901, 0.070, -19.424], [-5.862, 0.793, -18.190], [-5.416, -1.277, -19.437], [-7.477, -0.112, -19.752], [-9.620, 2.267, -25.723], [-10.164, 0.772, -26.093], [-9.564, -0.338, -25.405], [-10.504, 0.603, -27.474], [-11.600, 0.936, -25.417], [-8.076, 2.147, -26.042], [-7.658, 1.447, -27.215], [-7.272, 1.981, -24.856], [-7.824, 3.675, -26.418], [-4.471, 0.622, -24.284], [-3.362, -0.677, -24.233], [-2.544, -0.729, -23.066], [-2.816, -1.133, -25.466], [-4.486, -1.784, -23.860], [-3.516, 1.600, -25.055], [-3.507, 1.376, -26.469], [-2.306, 1.988, -24.394], [-4.429, 2.894, -24.971]],
  "atomic_forces_ev_per_a": [[0.18, 1.12, -0.46], [-0.33, -0.04, -0.15], [-2.47, 1.44, -0.42], [-2.38, -1.31, 1.13], [0.41, -0.07, 0.18], [0.84, -0.34, -0.57], [0.29, -0.23, -0.17], [4.53, 0.99, -0.71], [-0.52, -0.27, -0.01], [-0.40, -0.28, 0.52], [-0.36, 0.07, 0.16], [2.78, 0.23, 1.22], [2.18, 3.49, -3.69], [-1.23, -0.45, 0.60], [-0.66, -0.92, 1.00], [-0.82, -0.84, 0.18], [-2.84, -1.79, 1.25], [0.16, -0.19, -0.42], [-0.10, 0.18, -0.18], [0.34, 0.03, -0.03], [0.05, -2.52, -0.58], [-1.95, 0.71, -0.54], [0.21, 0.34, 0.21], [0.32, -0.11, 0.39], [0.36, -0.01, 0.23], [1.80, 2.71, -0.08], [-0.41, -0.35, 0.32], [0.02, -0.54, 0.47], [-0.18, -0.65, 0.29], [2.01, -3.09, 0.61], [-0.58, -1.08, 1.69], [-0.32, 0.45, -0.34], [-0.49, 0.38, 0.16], [-0.39, -0.18, -0.24], [0.07, 4.36, -3.12], [0.46, -0.29, 0.49], [-0.38, -0.74, -0.04], [-0.20, -0.21, 0.66]],
  "nbo_charge": [0.903, 0.973, -1.192, 2.439, -0.891, -0.915, -0.514, 2.454, -0.918, -0.912, -0.523, -1.216, 2.398, -0.858, -0.867, -0.521, 2.451, -0.895, -0.926, -0.527, -1.118, 2.459, -0.961, -0.926, -0.506, 2.487, -0.911, -1.013, -0.487, -1.209, 2.412, -0.885, -0.872, -0.556, 2.454, -0.915, -0.899, -0.497]
}



{
  "formula": "C14H18N3",
  "method": "ωB97M-V with the def2-TZVPD basis set",
  "total_energy_ha": -708.33885,
  "total_charge": 1,
  "orbital_gap_ev": 7.6,
  "lumo_energy_ha": -0.138,
  "smiles": "CN1CCN(c2ccc3ccccc3[nH+]2)CC1",
  "e_homo_ev": -11.4,
  "species": ["C", "N", "C", "C", "N", "C", "C", "C", "C", "C", "C", "C", "C", "C", "N", "C", "C", "H", "H", "H", "H", "H", "H", "H", "H", "H", "H", "H", "H", "H", "H", "H", "H", "H", "H"],
  "xyz": [[-4.655, -0.466, 0.031], [-3.442, -0.234, 0.784], [-2.855, 1.071, 0.622], [-2.021, 1.178, -0.676], [-0.986, 0.159, -0.657], [0.297, 0.405, -0.379], [0.819, 1.712, -0.149], [2.142, 1.909, 0.087], [3.061, 0.826, 0.111], [4.436, 0.974, 0.344], [5.258, -0.128, 0.347], [4.731, -1.401, 0.121], [3.384, -1.576, -0.108], [2.541, -0.465, -0.115], [1.191, -0.610, -0.339], [-1.604, -1.154, -0.620], [-2.445, -1.263, 0.680], [-4.516, -0.467, -1.058], [-5.376, 0.308, 0.285], [-5.071, -1.427, 0.327], [-2.199, 1.263, 1.477], [-3.642, 1.824, 0.613], [-1.608, 2.175, -0.788], [-2.664, 0.983, -1.538], [0.157, 2.560, -0.144], [2.514, 2.906, 0.267], [4.834, 1.961, 0.517], [6.315, -0.014, 0.525], [5.386, -2.258, 0.125], [2.980, -2.562, -0.283], [0.880, -1.557, -0.517], [-0.886, -1.970, -0.659], [-2.261, -1.247, -1.489], [-1.769, -1.174, 1.538], [-2.926, -2.241, 0.718]],
  "atomic_forces_ev_per_a": [[0.01, 0.00, -0.05], [-0.07, -0.01, 0.31], [0.17, 0.15, -0.28], [-0.53, 0.59, 0.40], [0.54, 0.00, -0.06], [0.06, -0.21, -0.15], [0.21, 0.36, 0.09], [-0.35, -0.27, -0.09], [-0.10, -0.48, -0.08], [-0.02, -0.20, -0.03], [0.03, 0.19, 0.03], [-0.24, 0.04, -0.04], [0.02, -0.01, 0.00], [0.74, 0.50, 0.20], [-0.60, -0.19, -0.10], [-0.35, -0.62, 0.39], [0.21, -0.12, -0.23], [-0.07, -0.01, -0.08], [-0.08, 0.01, -0.04], [-0.07, -0.04, -0.04], [0.02, 0.10, -0.02], [0.03, 0.04, 0.03], [0.02, -0.05, -0.09], [0.13, 0.03, -0.02], [-0.07, 0.00, -0.01], [-0.01, 0.15, 0.01], [0.06, 0.12, 0.02], [0.10, 0.03, 0.02], [0.04, -0.09, 0.00], [-0.04, -0.13, -0.02], [-0.03, 0.23, 0.02], [-0.01, 0.03, -0.09], [0.15, -0.01, -0.02], [0.05, -0.09, -0.03], [0.04, -0.03, 0.02]],
  "nbo_charge": [-0.417, -0.429, -0.226, -0.240, -0.360, 0.493, -0.314, -0.055, -0.061, -0.164, -0.206, -0.143, -0.234, 0.175, -0.501, -0.242, -0.222, 0.161, 0.217, 0.216, 0.201, 0.225, 0.223, 0.218, 0.243, 0.239, 0.231, 0.238, 0.237, 0.223, 0.422, 0.199, 0.224, 0.200, 0.225]
}



{
  "formula": "C4H8GdO2",
  "method": "ωB97M-V with the def2-TZVPD basis set",
  "multiplicity": 8,
  "total_energy_ha": -1072.05109,
  "s_squared": 16.786,
  "total_charge": 3,
  "orbital_gap_ev": [8.1, 3.9],
  "lumo_energy_ha": [-0.491, -0.605],
  "e_homo_ev": [-21.5, -20.3],
  "species": ["C", "C", "C", "C", "O", "Gd", "H", "H", "H", "H", "H", "H", "H", "O", "H"],
  "xyz": [[-0.295, -2.741, 3.261], [-1.010, -1.559, 2.735], [-1.940, -1.592, 1.742], [-2.295, -0.377, 1.097], [-3.172, -0.312, 0.209], [-4.468, 1.211, -1.332], [0.777, -2.513, 3.354], [-0.546, -3.666, 2.731], [-0.624, -0.582, 3.043], [-0.681, -2.790, 4.311], [-2.365, -2.527, 1.373], [-1.766, 0.545, 1.392], [0.978, -1.726, 0.082], [1.695, -1.362, 0.614], [2.477, -1.857, 0.349]],
  "atomic_forces_ev_per_a": [[-1.20, 1.02, -0.91], [3.65, -0.81, 1.91], [-1.62, -1.55, -1.48], [-0.84, 1.78, -1.18], [0.26, 0.42, 0.15], [0.17, -0.44, 0.28], [-0.14, -0.12, 0.23], [0.17, 0.12, 0.30], [-0.28, -0.14, 0.33], [0.18, -0.13, 0.23], [-0.09, 0.11, 0.18], [-0.10, -0.20, 0.04], [0.30, -0.08, -0.35], [-0.87, 0.21, 0.26], [0.41, -0.17, 0.01]],
  "mulliken_spin": [0.045, 0.131, 0.391, 0.158, 0.470, 5.538, 0.013, 0.001, -0.002, 0.073, 0.008, 0.035, -0.007, 0.149, -0.004]
}



{
  "formula": "C16H9LiN4O4",
  "method": "ωB97M-V with the def2-TZVPD basis set",
  "total_energy_ha": -1142.36321,
  "total_charge": -2,
  "orbital_gap_ev": 3.1,
  "lumo_energy_ha": 0.152,
  "e_homo_ev": 1.1,
  "species": ["N", "C", "C", "C", "C", "N", "O", "O", "N", "C", "C", "N", "O", "O", "C", "H", "H", "C", "Li", "C", "C", "C", "C", "C", "C", "C", "C", "H", "H", "H", "H", "H", "H", "H"],
  "xyz": [[3.748, 2.898, 2.538], [2.653, 2.536, 2.377], [1.303, 2.081, 2.177], [0.648, 2.370, 0.956], [-0.640, 1.878, 0.815], [-1.490, 1.915, -0.238], [-1.347, 2.458, -1.384], [-2.658, 1.218, 0.076], [-2.547, 0.719, 1.379], [-1.299, 1.138, 1.776], [-0.639, 0.860, 3.010], [-1.259, 0.109, 4.051], [-2.321, -0.512, 3.820], [-0.704, 0.095, 5.185], [0.669, 1.346, 3.177], [1.148, 2.939, 0.176], [1.176, 1.126, 4.106], [0.128, -2.984, -0.689], [-1.010, -1.168, -1.560], [0.643, -2.126, 0.313], [1.084, -0.919, -0.270], [0.963, -0.993, -1.698], [0.405, -2.425, -2.009], [-0.374, -2.584, -3.191], [-0.561, -1.517, -4.085], [-0.076, -0.235, -3.800], [0.625, 0.036, -2.612], [0.295, -4.060, -0.618], [0.902, -2.427, 1.334], [1.606, -0.115, 0.277], [-0.846, -3.559, -3.386], [-1.001, -1.714, -5.074], [-0.174, 0.552, -4.557], [0.952, 1.064, -2.372]],
  "atomic_forces_ev_per_a": [[-0.93, -0.26, -0.18], [0.58, 0.06, 0.31], [-0.22, -0.64, 1.12], [0.42, 0.83, -0.94], [-0.60, 0.60, -2.46], [1.99, 0.36, 1.37], [-0.31, 0.08, -0.71], [-0.87, -0.11, -0.61], [2.71, 0.84, 0.61], [-3.53, -2.59, 1.35], [-1.33, -0.96, 1.06], [0.72, 0.85, -1.08], [0.38, 0.37, 0.19], [-0.21, -0.23, -0.29], [1.57, 0.74, 0.05], [-0.26, -0.15, 0.09], [0.00, 0.05, -0.06], [1.98, -1.10, -0.88], [-1.39, 0.76, 0.81], [1.11, 0.50, -1.02], [0.91, -0.19, 0.29], [-1.84, -2.08, 0.03], [-0.44, 2.71, 1.40], [0.49, 0.03, -0.75], [0.28, -1.53, -0.08], [1.22, 0.88, 0.61], [0.80, 0.46, -1.02], [-1.04, -0.06, 0.44], [-0.67, 0.27, -0.32], [-0.74, -0.33, -0.36], [0.14, 0.48, 0.05], [-0.14, 0.14, 0.60], [-0.25, -0.21, 0.55], [-0.53, -0.56, -0.18]],
  "nbo_charge": [-0.471, 0.349, -0.227, -0.471, 0.056, 0.235, -0.665, -0.261, -0.206, 0.193, -0.128, 0.478, -0.498, -0.568, -0.228, 0.217, 0.230, -0.458, 0.915, -0.215, -0.342, -0.174, -0.178, -0.292, -0.295, -0.292, -0.225, 0.198, 0.221, 0.249, 0.199, 0.198, 0.210, 0.245]
}